{
  "formula": "C24H32F16N2O14S",
  "method": "ωB97M-V/def2-TZVPD",
  "symbols": ["C", "C", "C", "N", "C", "O", "N", "O", "S", "O", "O", "F", "H", "H", "H", "H", "H", "H", "H", "C", "C", "O", "C", "O", "C", "F", "F", "F", "H", "H", "H", "H", "H", "C", "C", "O", "C", "O", "C", "F", "F", "F", "H", "H", "H", "H", "H", "C", "C", "O", "C", "O", "C", "F", "F", "F", "H", "H", "H", "H", "H", "C", "C", "O", "C", "O", "C", "F", "F", "F", "H", "H", "H", "H", "H", "C", "C", "O", "C", "O", "C", "F", "F", "F", "H", "H", "H", "H", "H"],
  "coordinates": [[-1.0119, -3.5579, -6.4470], [0.2517, -3.9510, -6.5113], [1.3222, -3.5989, -5.5077], [1.6643, -2.1489, -5.3918], [1.4239, -1.3886, -6.6215], [2.1035, -0.1521, -6.5721], [1.1660, 0.9182, -6.9365], [1.1906, 1.7567, -6.1534], [1.0407, -1.4199, -4.0578], [-0.3855, -1.4007, -4.0919], [1.6940, -0.1860, -3.8122], [1.4648, -2.4275, -2.9461], [-1.4654, -3.1090, -5.5741], [-1.6213, -3.6828, -7.3338], [0.5549, -4.5529, -7.3611], [1.0351, -3.9845, -4.5307], [2.2504, -4.1110, -5.7628], [0.3616, -1.2208, -6.8151], [1.8356, -1.9888, -7.4351], [-1.5789, -6.4613, -0.8750], [-0.3339, -6.9820, -1.5572], [-0.6437, -7.6698, -2.7901], [-0.9403, -6.9062, -3.8257], [-0.9668, -5.7110, -3.8633], [-1.2300, -7.7899, -5.0587], [-2.0888, -8.7683, -4.7616], [-0.0897, -8.3476, -5.4922], [-1.7414, -7.0607, -6.0432], [-2.2846, -7.2740, -0.7020], [-1.3165, -6.0124, 0.0823], [-2.0780, -5.7080, -1.4825], [0.1594, -7.7288, -0.9399], [0.3827, -6.1859, -1.7585], [-1.7030, 2.2425, -5.2834], [-2.5839, 3.1412, -4.4454], [-3.9756, 3.0400, -4.8219], [-4.6164, 1.9602, -4.4072], [-4.1812, 1.0649, -3.7470], [-6.0857, 2.0206, -4.8793], [-6.1629, 2.3114, -6.1829], [-6.7458, 2.9683, -4.1998], [-6.6901, 0.8563, -4.6722], [-1.8374, 2.4595, -6.3441], [-0.6634, 2.3978, -5.0155], [-1.9498, 1.1935, -5.1195], [-2.3284, 4.1861, -4.6055], [-2.4797, 2.9307, -3.3815], [2.7146, 0.3980, -0.8765], [2.7553, -0.6185, 0.2394], [2.9318, -0.0016, 1.5375], [1.8662, 0.5734, 2.0597], [0.7647, 0.6352, 1.6014], [2.2277, 1.1626, 3.4382], [3.3419, 1.9006, 3.3844], [2.4301, 0.1858, 4.3350], [1.2457, 1.9379, 3.8976], [3.6110, 1.0193, -0.8624], [2.6305, -0.0917, -1.8405], [1.8557, 1.0612, -0.7768], [3.6136, -1.2770, 0.1267], [1.8602, -1.2404, 0.2555], [1.1560, 1.7322, 7.4214], [2.4267, 1.0138, 7.8202], [2.5921, 0.9835, 9.2542], [1.8430, 0.1118, 9.9087], [1.0574, -0.6609, 9.4469], [2.1539, 0.1966, 11.4190], [2.1277, 1.4631, 11.8470], [3.3742, -0.3021, 11.6614], [1.2671, -0.5028, 12.1170], [1.1397, 2.7396, 7.8399], [1.0895, 1.7974, 6.3375], [0.2747, 1.2091, 7.7894], [3.2990, 1.5414, 7.4413], [2.4566, -0.0022, 7.4279], [0.9794, 5.1063, 4.6299], [-0.5064, 5.1624, 4.3585], [-1.1997, 5.9811, 5.3254], [-1.0835, 7.2895, 5.1708], [-0.4820, 7.8685, 4.3161], [-1.8936, 8.0123, 6.2691], [-1.6157, 7.5152, 7.4793], [-3.2054, 7.8577, 6.0442], [-1.6170, 9.3109, 6.2735], [1.1670, 4.7552, 5.6458], [1.4604, 4.4276, 3.9291], [1.4416, 6.0874, 4.5303], [-0.9507, 4.1745, 4.4578], [-0.7225, 5.5253, 3.3541]],
  "gap_ev": 9.80,
  "homo_ha": -0.381,
  "largest_force_ev_per_a": 1.85,
  "relative_energy_kj_mol": 0.0,
  "multiplicity": 1,
  "e_tot_ha": -4092.57082,
  "smiles": "C=CCN(CON=O)S(=O)(=O)F.CCOC(=O)C(F)(F)F.CCOC(=O)C(F)(F)F.CCOC(=O)C(F)(F)F.CCOC(=O)C(F)(F)F.CCOC(=O)C(F)(F)F"
}